No. 1
Below is a molecular structure, C46H55BrF2InN7PS2Si, with properties calculated with ωB97M-V/def2-TZVPD.

CARTESIAN COORDINATES (ANGSTROEM)
In  0.212  -0.052  1.191
F  0.498  0.287  6.977
C  -0.297  0.436  5.890
C  0.213  0.259  4.623
C  -0.612  0.331  3.498
C  -1.977  0.641  3.697
C  -2.423  0.904  4.991
F  -3.701  1.311  5.249
C  -1.616  0.785  6.102
C  -2.869  0.552  2.516
C  -4.257  0.733  2.537
C  -4.996  0.511  1.387
C  -4.361  0.089  0.230
C  -2.988  -0.060  0.283
N  -2.273  0.186  1.373
H  1.267  0.016  4.515
H  -2.010  0.938  7.097
H  -4.764  1.026  3.440
H  -6.071  0.643  1.410
H  -4.907  -0.120  -0.680
H  -2.432  -0.419  -0.576
C  0.094  5.072  -1.772
N  0.521  5.021  -0.391
C  0.191  6.222  0.351
C  0.543  3.803  0.298
N  -0.103  2.745  -0.059
C  -1.355  2.884  -0.656
C  -2.277  3.644  0.051
C  -3.574  3.867  -0.412
C  -3.950  3.364  -1.622
C  -3.054  2.588  -2.391
C  -3.480  2.129  -3.658
C  -2.646  1.387  -4.439
C  -1.375  1.043  -3.974
C  -0.897  1.446  -2.731
N  0.274  0.868  -2.297
C  1.292  0.669  -3.062
N  1.791  1.603  -3.987
C  1.513  3.001  -3.760
C  1.830  1.220  -5.387
N  2.049  -0.460  -2.982
C  1.485  -1.719  -2.538
C  3.436  -0.537  -3.377
C  -1.740  2.285  -1.907
N  1.403  3.772  1.360
C  2.552  4.641  1.472
C  1.030  3.072  2.575
H  0.715  5.800  -2.303
H  -0.956  5.366  -1.880
H  0.221  4.101  -2.237
H  -0.867  6.479  0.213
H  0.795  7.064  -0.001
H  0.369  6.081  1.415
H  -1.973  4.053  1.008
H  -4.261  4.460  0.180
H  -4.938  3.556  -2.023
H  -4.473  2.391  -4.004
H  -2.960  1.041  -5.417
H  -0.754  0.381  -4.566
H  1.625  3.202  -2.696
H  0.507  3.302  -4.082
H  2.245  3.597  -4.311
H  1.792  0.136  -5.482
H  2.749  1.584  -5.856
H  0.972  1.641  -5.927
H  0.446  -1.587  -2.265
H  2.009  -2.103  -1.661
H  1.552  -2.464  -3.339
H  3.811  0.444  -3.654
H  3.562  -1.222  -4.223
H  4.026  -0.924  -2.541
H  2.852  4.983  0.484
H  3.372  4.076  1.921
H  2.363  5.516  2.107
H  0.153  2.461  2.395
H  0.808  3.792  3.374
H  1.837  2.425  2.921
Br  4.539  1.244  3.385
C  6.470  0.085  1.048
Si  4.619  0.097  1.431
C  3.954  -1.627  1.734
C  3.706  1.161  0.178
H  6.680  -0.366  0.075
H  7.016  -0.479  1.807
H  6.861  1.104  1.043
H  4.437  -2.363  1.087
H  2.877  -1.683  1.563
H  4.116  -1.939  2.767
H  4.190  1.123  -0.802
H  3.684  2.205  0.490
H  2.664  0.837  0.065
S  1.312  -4.822  2.528
P  -0.263  -4.649  1.358
S  -0.937  -2.857  0.803
C  -1.681  -5.580  2.063
C  -2.764  -4.901  2.607
C  -3.834  -5.611  3.136
C  -3.819  -6.998  3.124
C  -2.731  -7.676  2.593
C  -1.659  -6.971  2.068
C  0.023  -5.568  -0.215
C  -1.002  -5.697  -1.149
C  -0.756  -6.307  -2.368
C  0.516  -6.778  -2.669
C  1.541  -6.640  -1.746
C  1.296  -6.032  -0.521
H  -2.764  -3.819  2.588
H  -4.680  -5.073  3.546
H  -4.654  -7.554  3.534
H  -2.723  -8.760  2.587
H  -0.803  -7.491  1.654
H  -1.983  -5.302  -0.915
H  -1.556  -6.411  -3.092
H  0.708  -7.250  -3.625
H  2.532  -7.009  -1.983
H  2.076  -5.907  0.220

## Properties
2S+1: 1
Charge: -1
LUMO energy, eV: 2.107
Energy above the lowest of the compared OMol25 structures with the same formula, charge and spin, kJ/mol: 96.7

These are the Löwdin partial charges, in e, on atoms 1 to 6: number 1, In, carries 0.61; number 2, F, carries 0.04; number 3, C, carries -0.28; number 4, C, carries -0.08; number 5, C, carries -0.19; number 6, C, carries -0.15


No. 2
Below is a molecular structure, C26H60F6Na3O18S2 in a non-equilibrium geometry, with properties calculated with ωB97M-V/def2-TZVPD.

CARTESIAN COORDINATES (ANGSTROEM)
Na  1.882  -4.931  2.573
Na  -1.932  -4.735  -1.138
Na  -2.962  -1.990  3.704
C  5.276  -2.857  -0.137
F  6.176  -1.891  -0.138
F  4.120  -2.225  -0.331
F  5.569  -3.626  -1.191
S  5.397  -3.912  1.469
O  5.664  -2.901  2.516
O  4.035  -4.495  1.622
O  6.387  -4.891  1.143
C  0.571  -0.691  0.186
F  -0.537  -0.079  -0.239
F  1.490  -0.873  -0.743
F  1.227  0.020  1.137
S  -0.088  -2.327  1.015
O  0.976  -2.850  1.819
O  -1.212  -2.051  1.881
O  -0.428  -3.203  -0.077
C  3.189  3.470  4.033
O  4.388  2.694  3.740
C  5.291  3.310  2.824
C  5.003  2.899  1.348
O  5.126  1.478  0.945
C  4.038  0.665  1.286
H  2.354  2.864  4.386
H  2.846  3.995  3.141
H  3.447  3.996  4.952
H  6.320  3.034  3.052
H  5.270  4.393  2.946
H  5.750  3.478  0.805
H  4.083  3.284  0.906
H  3.531  1.069  2.163
H  4.438  -0.325  1.505
H  3.399  0.524  0.414
C  0.699  -3.950  -2.888
O  -0.046  -5.175  -2.815
C  -0.879  -5.418  -3.970
C  -1.540  -6.732  -3.906
O  -2.370  -6.767  -2.761
C  -2.789  -8.105  -2.279
H  0.107  -3.110  -2.523
H  0.919  -3.653  -3.913
H  1.662  -4.115  -2.403
H  -0.111  -5.492  -4.740
H  -1.555  -4.574  -4.113
H  -0.829  -7.552  -4.007
H  -2.235  -6.742  -4.746
H  -3.270  -7.899  -1.323
H  -1.902  -8.737  -2.320
H  -3.469  -8.533  -3.016
C  0.108  0.098  4.603
O  -1.239  0.224  4.194
C  -1.462  0.901  2.917
C  -2.935  1.119  2.638
O  -3.741  -0.036  2.809
C  -5.110  0.086  2.507
H  0.111  -0.142  5.667
H  0.745  0.964  4.421
H  0.597  -0.815  4.262
H  -0.905  0.456  2.091
H  -1.086  1.922  2.986
H  -3.005  1.577  1.652
H  -3.109  1.910  3.368
H  -5.513  -0.921  2.406
H  -5.279  0.715  1.633
H  -5.498  0.656  3.352
C  -0.014  3.112  0.423
O  -1.019  3.668  1.332
C  -0.600  4.835  2.033
C  -1.144  4.771  3.474
O  -0.334  3.830  4.127
C  0.125  4.203  5.445
H  0.618  2.529  1.093
H  0.686  3.868  0.068
H  -0.507  2.481  -0.317
H  -1.085  5.670  1.527
H  0.478  4.948  2.144
H  -2.175  4.434  3.369
H  -1.081  5.732  3.985
H  0.768  5.084  5.458
H  0.798  3.434  5.825
H  -0.757  4.434  6.043
C  -4.367  -3.054  -3.170
O  -3.319  -2.881  -2.314
C  -3.487  -1.914  -1.270
C  -3.450  -0.471  -1.598
O  -4.614  -0.107  -2.402
C  -4.634  1.240  -2.897
H  -4.288  -3.754  -4.002
H  -4.564  -2.091  -3.640
H  -5.254  -3.370  -2.620
H  -2.699  -2.009  -0.523
H  -4.392  -2.154  -0.712
H  -2.587  -0.223  -2.218
H  -3.455  0.084  -0.660
H  -4.249  1.870  -2.095
H  -5.588  1.603  -3.279
H  -4.111  1.349  -3.847
C  3.288  2.049  -2.286
O  2.473  2.875  -3.001
C  1.215  2.239  -3.274
C  0.296  3.388  -3.946
O  -0.402  2.902  -5.100
C  -1.060  3.815  -5.963
H  2.675  1.637  -1.485
H  4.071  2.672  -1.852
H  3.803  1.286  -2.870
H  0.847  1.953  -2.288
H  1.233  1.346  -3.899
H  0.818  4.248  -4.365
H  -0.341  3.800  -3.163
H  -0.366  4.403  -6.564
H  -1.694  4.477  -5.374
H  -1.712  3.277  -6.650

## Properties
2S+1: 2
LUMO energy (spin up / spin down), eV: -0.491 / -0.348

These are the Löwdin partial charges, in e, on atoms 1 to 6: number 1, Na, carries 0.59; number 2, Na, carries 0.44; number 3, Na, carries 0.28; number 4, C, carries -0.66; number 5, F, carries 0.13; number 6, F, carries 0.11